Computed, not measured: one molecule with the formula C14H14N2O4S in a non-equilibrium geometry, with wB97M-V/def2-TZVPD.

```
35
Properties=species:S:1:pos:R:3:forces:R:3
H -1.237 -3.098 -2.724 0.6955 -0.8226 -0.5684
S -0.211 1.299 -0.318 -0.3666 0.0821 -1.2141
C -1.729 3.820 2.395 -0.3343 0.2472 0.1020
H 2.185 -0.920 -3.071 -0.4300 -0.4475 0.4842
H -1.351 -1.207 -4.662 0.6092 -0.2533 0.2181
H -1.474 3.776 4.552 -0.1682 0.0185 -0.1078
N 1.166 -1.654 -1.309 0.7405 0.9750 0.3986
H 1.516 -2.550 -3.206 -0.0446 -0.2267 -0.1038
H 1.645 -2.447 1.537 0.2981 0.3055 -0.1291
C -1.431 3.211 1.185 0.1404 0.3505 -0.3763
C 1.335 -1.571 -2.774 0.0152 0.4187 -0.0443
H -2.374 4.703 2.404 0.2243 -0.2877 0.0174
C -0.315 -0.418 0.291 1.7423 0.3833 -1.1723
C -0.428 2.170 3.604 -0.4334 -0.2913 -0.0648
C -1.259 3.295 3.606 0.7325 -0.4059 -0.3854
O 3.335 -1.990 -0.809 -0.2448 0.3849 0.4726
N 0.760 -0.511 1.268 0.7298 -0.7931 -0.3543
H -1.627 -0.388 -2.003 -0.8300 -0.1177 0.1067
C -0.012 -0.975 -3.261 0.3749 -0.1513 0.9973
C -0.200 -1.477 -0.844 1.0743 0.0505 0.6840
H -0.099 1.734 4.566 -0.0027 0.2571 -0.8830
O -0.465 -1.556 -4.446 -0.0819 0.0409 -0.6587
C -0.116 1.547 2.372 -0.0949 0.2956 0.7132
C 2.216 -1.703 -0.415 0.1662 -0.5768 -1.0238
H -1.802 3.585 0.205 0.2248 -0.2377 0.9934
O -1.814 -2.431 -2.393 -0.4496 1.9573 0.8343
O 1.452 0.066 3.313 0.2301 0.4734 -0.2319
C -0.597 2.095 1.199 -0.4594 -0.2106 -0.3788
H 0.129 0.108 -3.373 -0.1766 -0.0563 0.0758
H -0.485 -2.444 -0.448 -0.5589 -0.0686 0.5275
C -1.008 -1.267 -2.099 -0.4499 -0.3940 -0.6759
C 0.770 0.350 2.338 0.4119 -1.2539 1.4041
H -1.273 -0.543 0.718 -1.1089 -0.1129 0.8020
H 2.870 -1.126 1.523 -0.7539 0.0931 -0.0040
C 1.926 -1.481 1.081 -1.4214 0.3744 -0.4545
```
Forces are in eV/Å.

Summary:
Orbital gap, eV: 9.00
Energy above the lowest of the compared OMol25 structures with the same formula, charge and spin, kcal per mole: 7.5
HOMO energy, eV: -8.873
Structure (SMILES): O=C1CN2C(=O)c3ccccc3S[C@H]2[C@H]2[C@H](O)[C@H](O)CN12

What are the natural (NBO) partial charges on each atom? They are as follows, in elementary charge units:
1. H 0.472
2. S 0.231
3. C -0.178
4. H 0.230
5. H 0.484
6. H 0.222
7. N -0.444
8. H 0.211
9. H 0.226
10. C -0.227
11. C -0.229
12. H 0.221
13. C -0.136
14. C -0.128
15. C -0.228
16. O -0.601
17. N -0.456
18. H 0.201
19. C 0.071
20. C -0.071
21. H 0.244
22. O -0.704
23. C -0.179
24. C 0.673
25. H 0.231
26. O -0.701
27. O -0.602
28. C -0.143
29. H 0.176
30. H 0.222
31. C 0.058
32. C 0.662
33. H 0.218
34. H 0.272
35. C -0.299

---

Computed, not measured: C14H14NO13PS as an isolated structure in a non-equilibrium geometry, with wB97M-V/def2-TZVPD.

```
44
Properties=species:S:1:pos:R:3:forces:R:3
H 2.037 1.113 3.328 -0.0359 -0.1159 0.0429
O -0.898 -0.635 -2.550 -0.1474 0.1650 0.0863
C -1.420 -3.673 -4.287 0.2765 0.0973 0.0625
H -2.567 4.514 0.040 -0.1109 0.1827 -0.3581
C 3.161 -0.293 0.797 0.0994 -0.0983 -0.1924
O -2.955 1.396 4.279 -1.4185 1.0493 0.5001
H 2.317 -0.609 0.201 -0.0211 0.0203 0.0105
O 4.713 -1.156 -0.755 0.2457 -0.0499 -0.0506
S -1.669 1.013 3.868 -0.7117 0.8350 -0.8432
C -3.638 -2.602 -3.679 -0.0033 -0.1854 -0.1070
O -0.674 2.259 3.890 0.0048 0.0678 0.1956
C 3.022 0.351 1.962 -0.1726 -0.1700 -0.2691
H 6.377 0.781 2.896 0.0251 -0.0071 -0.0192
O 3.982 1.388 3.816 -0.2399 0.0387 0.0359
C -1.448 -1.578 -3.082 0.3529 -0.3211 -0.1872
O -2.576 1.034 -0.376 -0.8255 0.1799 0.6309
O -1.735 0.900 2.255 -0.1085 -0.3961 0.9509
C 4.496 -0.588 0.297 -0.5364 0.0485 0.0750
O -1.142 -0.111 4.490 1.7649 -1.6269 0.2836
O 1.840 0.654 2.485 0.0764 0.2114 0.2695
O 6.857 -0.493 0.622 0.0032 -0.1366 -0.2617
C 5.534 0.476 2.293 -0.1026 0.0965 0.1639
H 0.406 2.452 2.213 -0.1075 -0.3192 -0.7417
C -0.733 -2.680 -3.707 0.0125 0.1759 0.1110
O -3.466 -4.620 -4.885 0.1583 -0.1651 -0.0809
P -1.807 2.414 -0.008 1.5054 0.4796 -0.7466
O -3.545 -0.591 -2.489 0.3026 0.1594 0.0158
N -2.974 3.640 -0.285 0.0311 -0.5746 0.9132
C 4.203 0.790 2.781 0.5207 -0.0511 -0.0462
H -3.824 3.485 0.257 -0.1620 0.2031 -0.1322
C 5.678 -0.172 1.129 0.1294 0.1264 0.2448
H -1.566 -5.270 -5.211 0.0480 0.0456 0.0185
C -0.560 2.816 2.538 1.1211 0.0965 0.7190
O -0.839 -4.708 -4.874 -0.1686 -0.1938 -0.1201
C -2.955 -1.607 -3.093 -0.3022 -0.1521 -0.1018
H -2.628 2.815 2.258 -0.3939 -0.3282 0.3191
H -0.480 3.894 2.529 -0.3973 0.3379 0.5492
H -3.310 0.874 0.246 0.1594 -0.3626 -0.3891
H 6.674 -0.951 -0.224 0.0162 0.0382 0.0578
C -2.923 -3.689 -4.321 -0.3797 0.3090 0.1872
C -1.764 2.272 1.877 -0.3674 0.2553 -1.9259
H -4.718 -2.632 -3.695 -0.0095 0.0340 0.0107
H -2.829 -0.013 -2.145 -0.1398 0.0178 0.1372
H 0.347 -2.659 -3.680 0.0087 -0.0171 -0.0179
```
Forces are in eV/Å.

Summary:
Orbital gap, eV: 8.01
HOMO energy, eV: -9.558

What are the natural (NBO) partial charges on each atom? They are as follows, in elementary charge units:
1. H 0.510
2. O -0.531
3. C 0.323
4. H 0.384
5. C -0.383
6. O -0.935
7. H 0.251
8. O -0.532
9. S 2.568
10. C -0.397
11. O -0.698
12. C 0.319
13. H 0.244
14. O -0.537
15. C 0.473
16. O -0.970
17. O -0.678
18. C 0.476
19. O -0.880
20. O -0.641
21. O -0.622
22. C -0.380
23. H 0.219
24. C -0.390
25. O -0.543
26. P 1.245
27. O -0.637
28. N -1.134
29. C 0.472
30. H 0.368
31. C 0.316
32. H 0.507
33. C -0.096
34. O -0.627
35. C 0.330
36. H 0.211
37. H 0.210
38. H 0.496
39. H 0.508
40. C 0.473
41. C -0.304
42. H 0.243
43. H 0.524
44. H 0.244

---

Computed, not measured: one molecule with the formula C14H14O4 in a non-equilibrium geometry, with wB97M-V/def2-TZVPD.

```
32
Properties=species:S:1:pos:R:3:forces:R:3
C 0.247 0.997 0.702 0.2551 0.2274 -0.2055
C -3.189 -2.058 -1.484 0.1456 0.0108 0.0846
C 4.970 -0.088 -0.515 -0.1009 0.4489 -0.1672
H -4.808 -0.644 0.840 -0.1194 0.0108 0.0332
O 3.153 -1.146 0.650 -0.0034 -0.2783 0.1261
C -1.967 -1.021 0.386 0.1935 0.1617 0.1514
H -1.192 -0.565 2.340 -0.0711 0.1219 -0.0313
H -4.068 0.763 0.080 -0.0521 0.1057 0.0252
H -4.023 -2.741 -1.325 -0.0990 -0.0697 -0.0479
O -0.082 3.208 -0.165 -0.1728 0.1319 -0.0016
O -1.047 1.101 1.112 0.3576 0.3842 -0.0703
O 5.058 -2.247 0.450 -0.2173 0.3439 -0.0755
H -2.279 -2.638 -1.606 0.0495 -0.0691 -0.0359
H -1.119 -1.635 0.118 0.0243 -0.1635 -0.1004
C 4.448 -1.234 0.210 0.4155 -0.4857 0.0653
C 2.025 2.164 -0.450 -0.2887 -0.1287 0.1687
C 1.079 -0.085 0.905 0.0537 -0.0680 0.0328
C -1.742 -0.075 1.529 -0.3165 -0.3447 -0.0593
H 4.613 1.859 -1.277 0.1058 0.0527 -0.0595
H -0.945 2.992 0.219 0.0870 0.0020 -0.0339
H 5.988 -0.176 -0.859 0.0530 -0.0185 -0.0067
H -5.012 -0.370 -0.888 -0.0866 0.0428 -0.0258
H 0.755 -0.969 1.428 -0.0827 -0.1075 0.0542
H -3.380 -1.510 -2.406 -0.0641 0.0058 -0.0952
H 2.376 3.037 -0.975 0.0466 0.1459 -0.0807
C 2.388 -0.053 0.428 -0.2976 0.9397 -0.3339
C -3.080 -1.103 -0.336 0.0291 -0.1124 0.0087
H -2.685 0.304 1.926 0.1322 -0.0913 0.0264
C -4.312 -0.287 -0.062 0.0738 0.0429 0.0764
C 4.220 1.009 -0.738 0.3321 -0.4381 0.0802
C 2.874 1.066 -0.261 -0.4033 -0.4451 0.3697
C 0.734 2.143 0.023 0.0211 -0.3587 0.1279
```
Forces are in eV/Å.

Summary:
Orbital gap, eV: 8.31
Energy above the lowest of the compared OMol25 structures with the same formula, charge and spin, kcal per mole: 29.8
HOMO energy, eV: -8.097
Structure (SMILES): CC(C)=CCOc1cc2oc(=O)ccc2cc1O

What are the natural (NBO) partial charges on each atom? They are as follows, in elementary charge units:
1. C 0.340
2. C -0.638
3. C -0.334
4. H 0.227
5. O -0.455
6. C -0.275
7. H 0.186
8. H 0.223
9. H 0.217
10. O -0.662
11. O -0.528
12. O -0.567
13. H 0.218
14. H 0.203
15. C 0.731
16. C -0.213
17. C -0.340
18. C -0.098
19. H 0.219
20. H 0.496
21. H 0.236
22. H 0.220
23. H 0.233
24. H 0.218
25. H 0.226
26. C 0.329
27. C 0.087
28. H 0.203
29. C -0.668
30. C -0.104
31. C -0.161
32. C 0.231

---

Computed, not measured: one molecule with the formula C14H14S2 in a non-equilibrium geometry, with wB97M-V/def2-TZVPD.

```
30
Properties=species:S:1:pos:R:3:forces:R:3
H -4.439 1.665 -1.981 -0.7730 1.6556 -0.8492
C 3.287 0.984 1.089 0.2268 -0.1678 0.4207
C -0.125 0.567 0.851 2.1792 -1.2276 -1.0958
C -0.048 -0.976 0.437 1.3793 -0.1077 2.9957
C 3.123 0.083 -1.082 -1.4935 -0.3588 -0.1599
H -2.889 -1.917 1.112 -1.0874 0.0615 -0.8893
H -0.361 -1.702 1.288 0.3755 1.5269 -0.9950
C -5.054 0.406 -0.278 2.3850 -0.6555 -0.5319
C 4.343 -0.457 -0.904 2.1347 -0.5242 -0.2369
H 5.289 0.942 1.952 0.4875 0.1820 1.1884
H 0.240 0.900 1.835 0.0580 -0.8763 -0.2500
H 6.212 -0.378 0.274 0.3141 -0.5945 -0.6774
H 4.795 -1.127 -1.587 -0.0171 -0.4508 -1.1492
H -5.897 0.970 0.085 -0.3490 0.1016 -0.4791
C 2.514 0.775 -0.050 -0.1213 1.3241 -0.0637
H -5.508 -0.969 1.374 2.2823 0.0167 -1.7411
C -3.016 0.197 -1.638 -0.3998 0.2476 0.5199
C 4.676 0.588 1.178 -3.5644 1.2235 -0.3860
H -2.519 0.600 -2.532 0.5841 -0.7993 0.7105
C 5.176 -0.127 0.150 0.2147 0.0313 0.4857
C -4.181 0.890 -1.348 -1.9134 -3.0793 3.1622
C -3.452 -1.314 0.356 2.6460 1.1551 -1.2223
C -2.598 -0.792 -0.744 -0.0162 -1.1535 0.9131
H -1.134 0.801 0.814 -1.9193 0.9805 -0.3391
H 2.734 1.395 1.918 0.4552 0.5413 0.3647
S -0.900 -1.455 -1.016 -1.5102 0.1520 -0.9409
S 0.855 1.596 -0.397 0.8267 -1.5968 1.4615
H 1.032 -1.253 0.259 -1.0990 0.2681 0.0504
C -4.697 -0.752 0.534 -2.1254 2.2171 0.2849
H 2.541 -0.141 -1.950 -0.1599 -0.0928 -0.5507
```
Forces are in eV/Å.

Summary:
Orbital gap, eV: 9.06
Energy above the lowest of the compared OMol25 structures with the same formula, charge and spin, kcal per mole: 0.0
HOMO energy, eV: -8.382
Structure (SMILES): c1ccc(SCCSc2ccccc2)cc1

What are the natural (NBO) partial charges on each atom? They are as follows, in elementary charge units:
1. H 0.211
2. C -0.218
3. C -0.495
4. C -0.598
5. C -0.228
6. H 0.230
7. H 0.218
8. C -0.204
9. C -0.211
10. H 0.214
11. H 0.224
12. H 0.216
13. H 0.212
14. H 0.212
15. C -0.139
16. H 0.230
17. C -0.239
18. C -0.202
19. H 0.237
20. C -0.209
21. C -0.201
22. C -0.237
23. C -0.145
24. H 0.222
25. H 0.212
26. S 0.249
27. S 0.177
28. H 0.251
29. C -0.216
30. H 0.227

---

Computed, not measured: C14H15CaCl2IN2O2 as an isolated structure in a non-equilibrium geometry, with wB97M-V/def2-TZVPD.

```
37
Properties=species:S:1:pos:R:3:forces:R:3
C -0.391 -1.254 -1.615 0.7444 -0.4542 -0.0236
H 2.781 -1.101 -0.774 -0.2609 -0.1975 -0.1508
H 1.827 2.366 2.179 0.1840 0.1485 -0.2981
H 2.538 1.242 -0.659 0.2517 -0.1622 0.3277
C 2.343 2.608 1.237 4.0397 0.0189 -0.1834
C -2.690 1.264 -0.301 -0.1160 0.0144 -0.4408
C -2.769 -0.656 -2.239 0.5750 0.1014 0.4366
H -2.721 -1.424 -3.009 -0.2624 0.2624 0.1370
C 1.854 -1.542 -1.145 -0.5076 -0.3910 -0.2572
C 0.058 -0.864 2.742 -0.4664 -0.5008 0.1657
N 0.783 -0.739 -1.184 -0.1454 -0.2815 -0.0668
Cl -0.674 1.722 3.117 0.3241 -0.2385 0.4637
C 1.822 -2.890 -1.526 -0.0877 0.4881 0.0577
O -0.572 -1.861 3.092 0.7148 0.7826 -0.5916
N -1.575 0.567 -0.547 -0.0283 -0.2545 -0.0776
H 2.724 -3.485 -1.412 -0.2483 0.0275 -0.1130
I -0.479 4.200 -0.412 0.1292 -0.3444 0.0400
H 2.564 0.310 0.965 0.1481 0.2139 -0.4244
Ca 0.755 1.403 0.522 -8.0242 -2.0739 -1.5196
C -3.890 1.068 -1.000 0.5000 -0.2293 0.1462
H 3.282 3.093 1.520 -0.3531 0.0485 0.0638
H -0.362 -0.043 4.743 0.1548 0.3181 -0.2936
H -4.828 -0.102 -2.569 0.1996 0.0937 0.1128
H -4.747 1.689 -0.753 0.1075 -0.2058 -0.1213
H 0.562 -4.444 -2.368 0.0437 0.2288 0.0928
C -1.608 -0.411 -1.474 -0.8832 0.5082 -0.0744
Cl 1.866 0.558 4.168 -0.1183 0.2452 0.2224
H -2.600 2.049 0.455 -0.1070 -0.2856 -0.2963
C 0.631 -3.410 -2.035 -0.0318 0.4341 0.0516
H 3.936 1.272 0.409 -0.2557 -0.1544 -0.1160
C 2.844 1.218 0.401 3.3486 1.9542 1.3204
C -0.484 -2.576 -2.099 0.1912 0.5545 0.3050
H -1.446 -2.916 -2.477 0.3374 -0.1587 0.1825
H 1.804 3.324 0.584 0.1470 -0.2050 0.4058
O 0.633 -0.574 1.635 -0.3073 -0.1508 0.7310
C 0.153 0.253 3.825 -0.2663 -0.2742 -0.4159
C -3.924 0.087 -1.994 0.3289 0.1196 0.2018
```
Forces are in eV/Å.

Summary:
Orbital gap, eV: 7.59
Energy above the lowest of the compared OMol25 structures with the same formula, charge and spin, kcal per mole: 40.7
HOMO energy, eV: -7.961

What are the natural (NBO) partial charges on each atom? They are as follows, in elementary charge units:
1. C 0.190
2. H 0.190
3. H 0.239
4. H 0.226
5. C -0.772
6. C 0.072
7. C -0.229
8. H 0.217
9. C 0.063
10. C 0.751
11. N -0.486
12. Cl -0.062
13. C -0.245
14. O -0.628
15. N -0.488
16. H 0.229
17. I -0.839
18. H 0.272
19. Ca 1.691
20. C -0.244
21. H 0.262
22. H 0.250
23. H 0.225
24. H 0.232
25. H 0.227
26. C 0.164
27. Cl -0.022
28. H 0.224
29. C -0.152
30. H 0.264
31. C -0.761
32. C -0.220
33. H 0.223
34. H 0.271
35. O -0.891
36. C -0.287
37. C -0.155

---

Computed, not measured: a 2-piece molecular cluster, C14H15ClNO2S overall in a non-equilibrium geometry, with wB97M-V/def2-TZVPD.

```
34
Properties=species:S:1:pos:R:3:forces:R:3
H 2.213 0.639 1.761 0.0590 -0.0069 0.0365
O 4.703 1.136 2.288 -0.2640 0.1915 -0.1377
H -3.361 -2.584 0.439 1.6059 0.4693 -0.0635
C -1.618 -0.478 -3.282 0.1086 -3.2467 1.2658
C -2.146 -0.633 -1.807 2.4129 -3.1325 -1.7846
C -2.032 -1.131 1.538 -0.9028 -1.1706 1.2829
C -2.252 -2.292 0.449 0.9008 -0.0425 -0.6134
O 1.364 4.820 0.448 0.1709 -0.2900 0.0948
C 3.544 4.296 1.160 0.3086 -0.0930 0.1055
H 5.422 3.589 1.842 -0.0154 -0.0505 0.0119
H -3.168 0.655 -5.017 0.9111 -0.3244 0.8622
Cl -0.634 0.000 1.195 -1.0956 -0.7810 -0.0359
C -0.460 -2.841 -3.037 -1.2995 2.8099 -0.8741
N -0.958 -2.945 -1.696 -0.7801 2.6429 -1.6166
C -0.761 -1.607 -3.926 -1.1304 -0.8323 4.2135
C -1.775 -1.933 -1.028 0.1931 1.1730 -2.4503
H -1.958 -1.238 3.858 0.5288 -0.8893 -1.3449
H -2.787 0.172 -1.321 1.0580 -1.2835 -0.7561
H 0.646 2.368 0.895 0.0141 0.1163 -0.0003
H 3.854 5.317 0.975 -0.0510 -0.0035 -0.0072
C 3.938 1.982 1.867 0.4101 -0.2847 0.1989
H 0.150 -3.709 -3.486 -1.1256 1.4412 1.1644
H -3.025 -0.562 1.622 1.8007 -0.3935 -0.1814
H -2.467 -2.798 2.942 1.0857 1.4793 0.3303
H -0.684 -2.317 2.911 -1.4110 0.7811 0.2870
C -1.743 -1.893 2.951 -0.7517 -0.3837 -1.2399
H -0.357 -1.565 -5.003 -0.8076 0.0189 2.0629
S -1.990 0.991 -4.356 -0.1316 -0.7954 0.6820
H -0.731 -3.814 -1.173 -0.2710 0.9632 -0.4505
C 2.524 1.660 1.577 -0.3665 0.0935 -0.1387
C 1.684 2.587 1.113 0.0943 -0.3731 0.1011
H -1.650 -3.215 0.808 -0.9406 1.4362 -0.7379
C 4.384 3.370 1.624 -0.0671 0.3195 -0.1035
C 2.130 3.975 0.870 -0.2511 0.4414 -0.1634
```
Forces are in eV/Å.

Summary:
Orbital gap, eV: 6.93
HOMO energy, eV: -12.019
Net charge: +1

What are the natural (NBO) partial charges on each atom? They are as follows, in elementary charge units:
1. H 0.227
2. O -0.479
3. H 0.275
4. C -0.065
5. C -0.216
6. C -0.185
7. C -0.486
8. O -0.483
9. C -0.230
10. H 0.240
11. H 0.186
12. Cl -0.054
13. C 0.079
14. N -0.492
15. C -0.228
16. C 0.309
17. H 0.254
18. H 0.285
19. H 0.224
20. H 0.240
21. C 0.469
22. H 0.268
23. H 0.235
24. H 0.217
25. H 0.230
26. C -0.622
27. H 0.291
28. S 0.034
29. H 0.452
30. C -0.229
31. C -0.235
32. H 0.235
33. C -0.225
34. C 0.481

---

no.,DFT total energy (eV)
1,-36750.7259
2,-62975.0544
3,-22934.5469
4,-36413.4459
5,-73423.4179
6,-43692.5978